[1]
18
Properties=species:S:1:pos:R:3:forces:R:3 method="wB97M-V/def2-TZVPD" gap_ev=8.93 smiles="C=CCNC=C.O" lumo_ev=0.98 de_lowest_kj_mol=245.92 fmax_ev_per_a=1.82 e_homo_ha=-0.2921
C 0.994 1.402 1.602 0.5 -1.3 0.3
C 0.096 0.418 1.729 -0.2 1.4 -0.2
C -1.290 0.551 1.145 0.3 -1.1 -1.5
N -1.346 -0.172 -0.162 -0.5 -0.2 -0.5
C -0.767 0.308 -1.329 0.4 0.3 0.8
C -0.317 -0.416 -2.371 -0.8 0.1 0.4
H 1.923 1.289 2.184 -0.2 0.3 -0.8
H 0.903 2.154 0.817 -0.2 0.4 0.8
H 0.356 -0.524 2.198 -0.1 0.2 0.4
H -2.044 0.083 1.787 0.2 0.1 0.0
H -1.621 1.576 0.963 0.4 0.0 0.1
H -1.201 -1.168 -0.076 -0.1 0.0 0.2
H -0.666 1.392 -1.349 0.3 -0.1 0.1
H -0.683 -1.431 -2.510 0.6 -0.1 0.1
H 0.234 0.074 -3.152 -0.2 0.1 -0.3
O 1.652 -1.849 -0.131 0.0 0.2 0.0
H 1.569 -1.167 -0.813 -0.2 0.0 0.1
H 2.205 -2.519 -0.532 0.1 -0.2 -0.1

---

[2]
20
Properties=species:S:1:pos:R:3:forces:R:3 method="wB97M-V/def2-TZVPD" gap_ev=9.41 charge=+1 lumo_ev=-3.00 de_lowest_kj_mol=420.66 fmax_ev_per_a=3.79 e_homo_ha=-0.4562
C 1.963 0.173 0.010 -1.5 1.5 0.2
C -0.571 1.456 1.126 -1.4 -2.3 0.3
C -0.541 0.571 -0.073 -0.1 -2.7 1.9
N 2.916 -0.683 0.033 0.7 -0.3 0.0
N -0.667 1.142 -1.323 0.7 -2.7 -1.7
N -1.210 -1.861 -0.405 0.5 0.5 0.2
N -1.684 -0.836 0.415 3.2 1.5 -0.5
N 0.714 -0.155 -0.059 0.4 -3.7 0.0
H 2.444 1.118 0.142 -1.2 1.5 -0.5
H 0.206 1.150 1.809 0.0 0.5 0.2
H -1.536 1.346 1.591 -0.3 -0.2 0.5
H -0.585 2.392 0.752 0.8 3.7 -0.5
H 3.779 -0.387 -0.297 2.0 0.4 -0.1
H 2.775 -1.611 0.211 -0.3 -2.9 0.1
H -1.297 1.862 -1.338 -2.0 2.1 -0.3
H -0.804 0.459 -2.131 0.3 1.3 1.6
H -0.953 -2.778 -0.096 -0.7 -0.2 0.8
H -1.630 -1.812 -1.280 -0.6 -0.7 -1.8
H -2.590 -0.550 0.064 -0.1 0.2 -0.1
H 0.569 -1.261 -0.148 -0.5 2.5 -0.2

---

[3]
25
Properties=species:S:1:pos:R:3:forces:R:3 method="wB97M-V/def2-TZVPD" gap_ev=7.61 charge=+1 lumo_ev=-3.72 fmax_ev_per_a=8.86 e_homo_ha=-0.4165
C -0.394 1.602 3.517 0.2 0.2 -0.2
C -0.031 0.751 2.144 -1.0 0.2 0.8
O -0.566 -0.647 2.253 -0.5 2.4 -2.2
B -1.360 -0.972 1.041 -2.0 1.8 1.3
O -2.689 -0.341 0.744 3.2 -0.8 3.0
Si -0.531 -2.256 -0.201 -0.1 0.4 -1.8
C 0.241 -1.146 -1.613 0.8 1.5 -1.8
C -0.708 0.084 -2.194 5.9 -0.6 -2.4
C 0.113 0.957 -3.363 0.9 -3.6 2.6
C 1.624 0.444 -3.692 -1.5 -0.4 1.0
N 2.412 -0.704 -3.160 -5.0 1.1 2.0
C 1.743 -1.524 -2.109 -2.6 3.7 -1.5
H 0.109 1.121 4.471 -1.1 0.8 -2.0
H -1.560 1.675 3.692 2.5 -0.3 -0.5
H 0.011 2.712 3.415 -0.9 -2.2 0.2
H 1.157 0.743 2.044 -8.4 -2.6 -0.8
H -0.460 1.321 1.208 0.7 -1.1 1.7
H -3.010 0.048 1.625 0.5 -0.5 -1.8
H 0.495 -3.073 0.460 0.2 0.0 0.0
H -1.623 -3.093 -0.761 0.3 -0.1 0.0
H -1.798 0.319 -1.844 2.4 -0.6 -0.7
H -0.402 1.888 -3.904 1.5 -2.3 1.2
H 2.196 1.110 -4.503 -1.3 -1.8 2.0
H 2.323 -2.442 -1.613 -1.4 2.3 -1.4
Cs 2.707 1.423 2.342 6.7 2.6 1.1

---

[4]
84
Properties=species:S:1:pos:R:3:forces:R:3 method="wB97M-V/def2-TZVPD" gap_ev=9.79 smiles="CC(C)=O.CC(C)=O.CC(C)=O.CO.CO.CO.CO.CO.CO.CO.CO.CO" lumo_ev=0.33 de_lowest_kj_mol=105.70 fmax_ev_per_a=2.28 e_homo_ha=-0.3476
C -4.731 -3.510 0.042 0.1 -0.8 0.2
C -3.328 -3.008 -0.128 -0.3 1.5 -0.6
C -3.100 -1.519 -0.359 0.3 -0.3 0.0
O -2.385 -3.751 -0.038 0.4 -0.7 0.1
H -5.433 -3.214 -0.736 0.2 0.3 0.1
H -5.092 -3.205 1.025 -0.2 0.3 0.0
H -4.670 -4.597 0.082 -0.1 0.0 -0.1
H -2.073 -1.330 -0.672 -0.1 -0.3 0.0
H -3.184 -1.015 0.604 -0.3 0.2 0.0
H -3.758 -1.058 -1.095 -0.2 -0.2 0.2
C 0.630 5.112 -2.835 0.3 0.6 -0.3
C -0.386 4.031 -2.872 0.3 0.4 1.4
C -1.168 3.855 -1.535 -0.7 -1.0 -0.9
O -0.553 3.427 -3.894 -0.9 -0.9 -0.1
H 1.141 5.220 -3.792 0.0 -0.2 0.0
H 1.364 4.947 -2.046 -0.2 0.3 0.2
H 0.038 6.016 -2.687 0.4 0.3 0.4
H -0.615 3.512 -0.660 0.6 0.2 -0.3
H -1.893 3.057 -1.692 -0.1 0.1 0.0
H -1.723 4.733 -1.204 0.2 0.3 -0.4
C 0.503 0.020 -2.109 -0.5 0.2 -0.5
C -0.025 0.327 -0.748 -0.3 1.2 0.8
C 0.733 -0.242 0.403 0.3 0.0 0.3
O -1.029 1.011 -0.580 0.6 -0.7 -0.3
H -0.379 -0.109 -2.737 0.1 -0.6 -0.2
H 1.216 -0.805 -2.121 -0.2 0.0 -0.1
H 0.960 0.893 -2.574 0.3 0.2 0.3
H 1.803 -0.043 0.338 0.1 0.0 -0.4
H 0.618 -1.321 0.298 0.1 -0.3 0.4
H 0.425 0.118 1.384 -0.4 -0.1 -0.3
C 1.821 -3.373 4.099 0.7 -1.0 -0.2
O 1.609 -2.524 3.041 0.1 1.9 -1.2
H 2.815 -3.146 4.485 -0.3 0.1 0.7
H 1.001 -3.265 4.808 0.3 -0.5 0.4
H 1.935 -4.358 3.646 -0.4 -0.6 0.8
H 1.099 -2.952 2.349 -0.5 0.1 -0.3
C 3.458 0.353 3.337 0.2 -0.4 0.2
O 2.591 -0.246 4.285 0.3 0.6 0.2
H 2.893 0.664 2.457 0.2 0.3 -0.1
H 4.020 1.171 3.786 -0.4 0.2 0.1
H 4.222 -0.365 3.040 0.1 -0.2 -0.3
H 2.168 -0.952 3.791 -0.4 -0.4 -0.1
C -0.455 -3.718 -2.953 0.8 -0.2 -0.6
O -1.574 -4.041 -3.798 0.5 0.5 0.9
H 0.409 -4.273 -3.319 0.0 -0.2 -0.1
H -0.158 -2.672 -3.024 -0.3 0.1 -0.1
H -0.523 -3.955 -1.891 -0.8 -0.2 0.0
H -1.899 -3.189 -4.097 -0.3 -0.1 -0.1
C -1.088 -0.519 3.503 -0.7 -0.1 -0.3
O -2.068 0.375 2.949 0.3 0.5 0.3
H -0.164 0.036 3.668 0.0 0.0 -0.3
H -1.376 -0.911 4.478 -0.2 -0.1 0.0
H -0.978 -1.324 2.776 0.5 -0.2 0.3
H -2.941 -0.023 2.921 0.1 -0.1 0.1
C -1.994 3.689 2.296 -0.7 0.5 0.3
O -0.857 3.027 2.720 1.4 -0.4 -0.1
H -2.593 3.124 1.583 0.0 -0.1 -0.2
H -2.594 3.902 3.181 -0.5 0.2 -0.1
H -1.700 4.642 1.855 0.0 0.0 -0.1
H -1.082 2.103 2.848 -0.2 -0.2 0.0
C -3.832 0.981 -2.939 -1.3 1.5 0.4
O -4.450 -0.146 -3.486 0.7 -1.8 -0.7
H -3.939 1.828 -3.617 0.2 0.2 -0.1
H -4.427 1.221 -2.058 0.5 0.5 0.5
H -2.775 0.907 -2.683 -0.2 -0.7 -0.1
H -5.407 -0.069 -3.514 0.2 0.4 0.1
C 0.635 -4.938 0.876 0.1 -0.4 0.3
O 0.044 -3.671 1.112 1.1 -0.1 0.0
H 1.040 -5.083 -0.126 -0.4 0.2 -0.3
H 1.516 -5.073 1.503 -0.2 0.2 0.4
H -0.100 -5.703 1.128 0.2 -0.3 -0.2
H -0.683 -3.585 0.491 -0.7 0.2 -0.1
C 3.901 3.152 -2.795 0.0 0.5 -0.9
O 3.496 1.819 -2.737 -0.4 -0.4 0.2
H 4.989 3.220 -2.769 0.2 0.3 0.2
H 3.573 3.562 -3.750 0.0 0.0 -0.1
H 3.427 3.755 -2.020 0.2 0.1 0.2
H 3.485 1.637 -1.794 0.0 -0.6 0.4
C 5.277 1.770 0.591 -0.2 -0.7 -0.1
O 3.899 1.812 0.211 0.0 -0.1 -0.1
H 5.397 1.955 1.658 0.1 0.5 -0.1
H 5.614 0.743 0.454 -0.1 0.0 -0.2
H 5.870 2.407 -0.065 0.1 0.2 0.3
H 3.546 2.673 0.448 -0.1 0.1 0.1

---

[5]
152
Properties=species:S:1:pos:R:3:forces:R:3 method="wB97M-V/def2-TZVPD" gap_ev=7.39 smiles=CC(C)Cc1cc2c(c(P(C)C)c1Cl)Sc1c(c(-c3ccncc3)cc(C[C@H](O)CN)c1P(C)C)N2OB(O)O.CCOCC.CCOCC.CCOCC.CCOCC.CCOCC lumo_ev=0.11 de_lowest_kj_mol=920.12 fmax_ev_per_a=5.20 e_homo_ha=-0.2677
C -4.305 -3.346 -2.647 -1.0 -0.2 1.0
C -4.842 -4.527 -3.592 -0.7 0.7 -0.1
C -5.989 -3.865 -4.538 -0.6 -0.3 0.8
C -3.699 -5.298 -4.442 0.6 1.1 1.0
C -2.312 -4.519 -4.175 1.8 1.1 -1.1
C -1.312 -4.966 -3.046 0.7 2.7 -2.1
C 0.050 -4.217 -2.804 -3.6 1.1 -3.4
C 0.302 -3.000 -3.778 -1.8 -1.7 0.8
C -0.687 -2.541 -4.870 -1.3 -2.2 1.0
P -0.178 -1.005 -5.876 0.9 0.4 0.9
C -1.481 0.371 -5.561 -0.9 0.0 0.1
C -0.104 -1.375 -7.730 -0.6 0.6 -1.1
C -2.026 -3.306 -5.118 3.3 -1.6 3.7
Cl -3.145 -2.761 -6.450 1.4 -0.8 1.8
S 1.922 -2.119 -3.455 -1.4 -1.0 1.4
C 2.021 -2.285 -1.593 -0.2 -0.3 2.5
C 1.502 -3.612 -0.902 2.0 4.0 2.4
C 1.646 -3.605 0.632 0.3 1.2 -0.7
C 1.233 -4.864 1.483 -0.6 -3.7 2.4
C -0.134 -5.062 2.214 1.3 -0.7 -0.2
C -0.540 -6.287 3.050 3.3 1.4 -2.0
N 0.369 -7.360 3.248 0.7 3.4 -2.1
C 1.634 -7.206 2.632 0.3 1.1 -0.9
C 2.198 -6.087 1.739 -4.2 0.9 1.5
C 2.241 -2.390 1.444 0.0 0.6 -3.7
C 2.715 -1.110 0.724 -0.6 -2.7 -1.2
C 3.288 0.149 1.542 -1.2 -0.3 -0.5
C 1.982 1.016 1.979 0.5 -0.3 0.0
O 0.953 0.948 0.934 1.0 1.1 0.5
C 2.328 2.539 2.352 -0.3 -1.6 1.1
N 1.086 3.166 2.889 0.4 0.3 -0.5
C 2.599 -1.077 -0.825 -1.5 -3.2 0.7
P 3.153 0.486 -1.729 0.5 1.0 1.5
C 4.645 0.186 -2.855 -0.1 -0.3 -1.1
C 1.720 1.329 -2.633 -1.4 -0.6 -0.1
N 1.017 -4.654 -1.775 -0.8 3.1 -2.0
O 0.500 -5.770 -1.213 0.8 -2.8 0.9
B 1.285 -6.964 -1.429 0.1 -1.4 0.3
O 0.665 -8.210 -1.011 0.3 3.5 -0.1
O 2.614 -6.960 -1.972 -1.7 0.2 2.1
H -3.945 -2.434 -3.232 -0.2 -1.4 0.8
H -3.547 -3.698 -1.848 -1.0 0.6 -1.6
H -5.221 -2.984 -2.036 1.3 -0.5 -1.0
H -5.385 -5.289 -2.922 1.0 1.1 -1.0
H -5.884 -2.721 -4.620 0.0 -1.9 -0.1
H -6.066 -4.360 -5.564 0.2 0.8 1.3
H -6.992 -4.060 -4.002 1.4 0.4 -0.9
H -3.625 -6.373 -4.056 0.0 1.5 -0.8
H -3.993 -5.249 -5.558 0.8 -0.3 1.8
H -1.655 -5.862 -2.430 0.8 1.5 -0.9
H -0.991 1.416 -5.618 -0.7 -1.9 -0.2
H -2.373 0.293 -6.293 1.4 0.3 1.3
H -1.859 0.275 -4.476 0.5 -0.1 -1.7
H -0.897 -0.709 -8.248 1.1 -1.3 0.7
H 0.906 -1.006 -8.155 -1.5 -0.7 1.0
H -0.244 -2.472 -8.007 0.1 1.5 0.4
H -0.904 -4.213 2.120 1.3 -1.5 0.1
H -1.575 -6.298 3.532 1.8 -0.2 -0.7
H 2.374 -8.070 2.832 -1.5 1.4 -0.3
H 3.256 -6.137 1.326 -1.6 0.1 0.7
H 2.330 -2.467 2.587 -0.2 0.0 -2.0
H 3.953 0.832 0.917 -0.9 -1.3 0.6
H 3.897 -0.215 2.435 -1.0 0.5 -1.0
H 1.506 0.490 2.891 0.7 0.9 -1.3
H 0.936 1.816 0.462 0.1 -1.0 0.6
H 2.789 3.105 1.474 -0.8 -0.7 1.2
H 3.079 2.490 3.231 -0.8 0.1 -1.6
H 0.492 2.474 3.379 0.5 0.6 -0.6
H 0.555 3.676 2.172 0.2 -0.5 0.6
H 5.448 0.990 -2.646 -1.4 -1.4 -0.1
H 4.299 0.319 -3.943 0.7 -0.4 1.4
H 5.069 -0.873 -2.694 -0.6 1.7 -0.3
H 1.183 2.010 -1.868 1.0 -1.1 -1.2
H 2.060 1.985 -3.500 -0.3 -1.0 1.1
H 0.940 0.553 -2.991 1.2 1.3 0.3
H -0.116 -7.933 -0.465 0.8 -0.6 -0.7
H 3.203 -6.889 -1.177 -0.4 -0.1 -1.2
C -1.524 0.935 7.982 0.1 0.1 0.1
C -1.148 0.124 6.755 0.0 0.0 0.0
O -0.196 0.769 5.917 0.0 0.0 -0.2
C 1.062 1.069 6.507 0.0 0.0 0.0
C 1.806 -0.155 7.010 0.0 -0.2 0.0
H -1.916 1.912 7.690 -0.1 -0.1 0.0
H -2.287 0.411 8.564 0.0 0.1 -0.1
H -0.667 1.108 8.635 0.0 -0.1 0.0
H -2.042 -0.030 6.145 0.2 0.1 -0.1
H -0.791 -0.874 7.034 0.0 0.0 0.1
H 0.938 1.810 7.304 0.0 -0.1 0.1
H 1.661 1.552 5.730 -0.2 0.0 -0.1
H 1.257 -0.672 7.800 0.1 0.1 0.0
H 2.781 0.131 7.413 -0.1 0.0 -0.1
H 1.959 -0.871 6.196 0.0 0.1 0.0
C -0.582 7.143 4.083 -0.1 -0.1 0.1
C -0.039 7.109 2.666 0.0 0.0 0.1
O -0.687 6.156 1.831 0.1 -0.2 -0.1
C -2.085 6.332 1.640 0.0 0.1 0.0
C -2.450 7.662 1.004 0.1 0.2 0.0
H -0.504 6.156 4.546 0.1 0.1 -0.1
H -0.021 7.860 4.688 0.0 -0.1 -0.1
H -1.634 7.434 4.110 0.0 0.1 0.0
H 1.016 6.824 2.699 -0.1 -0.1 -0.1
H -0.075 8.102 2.204 -0.1 0.0 0.0
H -2.617 6.187 2.586 0.0 0.1 0.0
H -2.410 5.524 0.979 0.2 0.0 0.1
H -2.157 8.507 1.630 -0.1 0.0 0.0
H -3.529 7.723 0.843 0.1 0.0 0.0
H -1.943 7.777 0.042 -0.1 0.0 0.1
C -7.205 3.117 7.280 -0.1 0.0 0.1
C -5.868 2.571 6.810 0.0 0.0 0.0
O -5.144 1.889 7.827 0.2 0.1 0.0
C -5.777 0.753 8.399 0.0 0.0 -0.1
C -6.086 -0.342 7.392 0.0 0.0 -0.2
H -7.066 3.793 8.128 0.0 0.0 -0.1
H -7.697 3.666 6.472 0.1 0.0 0.1
H -7.880 2.323 7.603 0.0 0.0 -0.1
H -5.239 3.405 6.489 0.1 -0.2 0.1
H -5.991 1.924 5.935 -0.1 0.0 0.0
H -6.678 1.056 8.942 -0.1 0.0 -0.1
H -5.085 0.358 9.148 0.1 0.2 -0.1
H -6.785 -0.004 6.624 0.0 0.0 0.1
H -6.532 -1.205 7.893 0.1 0.1 0.0
H -5.172 -0.663 6.884 -0.1 0.0 0.1
C -1.148 2.063 -10.933 0.1 0.0 -0.1
C -1.962 2.373 -9.690 0.1 0.0 0.0
O -1.212 2.290 -8.484 -0.1 -0.1 0.1
C -0.099 3.166 -8.371 0.0 0.0 0.0
C -0.471 4.636 -8.453 -0.1 0.1 0.0
H -0.704 1.067 -10.862 -0.1 0.1 0.0
H -1.783 2.101 -11.822 0.0 0.0 0.1
H -0.333 2.775 -11.075 -0.1 0.0 0.0
H -2.768 1.640 -9.603 0.1 0.0 0.2
H -2.445 3.353 -9.766 0.1 0.0 -0.1
H 0.661 2.909 -9.117 0.0 0.1 -0.1
H 0.352 2.971 -7.394 -0.2 -0.2 -0.1
H -0.916 4.891 -9.417 0.1 0.0 0.0
H 0.415 5.262 -8.319 -0.1 -0.1 0.0
H -1.201 4.889 -7.679 0.1 0.0 0.0
C 7.930 -1.300 1.767 0.1 0.0 0.1
C 6.993 -0.594 0.804 0.0 0.1 0.0
O 6.768 0.774 1.130 -0.2 0.0 0.0
C 7.914 1.614 1.146 0.0 0.0 0.0
C 8.636 1.684 -0.189 0.0 -0.1 -0.1
H 7.547 -1.238 2.789 0.0 0.0 -0.1
H 8.033 -2.353 1.494 0.0 0.1 0.0
H 8.928 -0.856 1.765 0.0 -0.1 -0.1
H 6.016 -1.084 0.838 0.0 0.2 0.0
H 7.345 -0.682 -0.229 0.1 0.0 0.0
H 8.595 1.310 1.947 0.1 0.0 0.0
H 7.560 2.615 1.407 -0.2 -0.2 0.0
H 9.022 0.709 -0.495 0.1 0.1 0.0
H 9.480 2.375 -0.130 -0.1 0.0 0.0
H 7.955 2.026 -0.974 0.1 0.0 0.1